Entry 1:
{"formula": "C2H5PSi", "method": "ωB97M-V/def2-TZVPD", "symbols": ["C", "C", "Si", "P", "H", "H", "H", "H", "H"], "xyz": [[0.173, 0.287, 0.904], [0.126, 0.258, -0.674], [-1.210, -0.742, 0.058], [1.632, -0.455, 0.082], [0.293, 1.211, 1.321], [0.124, 0.984, -1.464], [-0.891, -2.074, -0.081], [-2.457, -0.181, -0.003], [2.209, 0.711, -0.144]], "lowdin_charge": [-0.5455, -0.6662, 0.6496, 0.8122, -0.0003, 0.0420, -0.0753, -0.0830, -0.1336], "charge": 0, "homo_energy_ev": -8.78, "homo_lumo_gap_ha": 0.352, "energy_ha": -709.922421, "lumo_energy_ha": 0.0298, "max_force_ev_per_a": 3.95}

Entry 2:
{"formula": "C3H10OS", "method": "ωB97M-V/def2-TZVPD", "symbols": ["C", "C", "S", "C", "H", "H", "H", "H", "H", "H", "H", "H", "H", "H", "O"], "xyz": [[-0.846, 0.932, -1.142], [-1.498, -0.398, -0.869], [-1.147, -1.203, 0.706], [-0.007, -0.580, 1.813], [0.344, 0.960, -1.334], [-1.124, 1.663, -0.323], [-1.184, 1.363, -2.093], [-1.144, -1.110, -1.653], [-2.587, -0.256, -0.952], [-0.604, -0.546, 2.717], [1.007, -0.912, 1.935], [0.056, 0.534, 1.616], [3.000, 0.646, -0.482], [2.566, -0.886, 0.168], [3.167, -0.207, -0.106]], "lowdin_charge": [-0.1985, -0.5828, 0.8050, -0.5050, 0.1094, 0.0810, 0.0596, 0.0696, 0.0719, 0.0211, 0.0217, 0.0565, 0.0241, 0.0141, -0.0477], "charge": 0, "homo_energy_ev": -8.43, "homo_lumo_gap_ha": 0.336, "energy_ha": -593.658433, "lumo_energy_ha": 0.0262, "max_force_ev_per_a": 4.47}